(1)
Formula: C23H37BN5O9P2SV
Source: the Open Molecules 2025 dataset
Level of theory: ωB97M-V/def2-TZVPD

CARTESIAN COORDINATES (ANGSTROEM)
V1 0.29 -0.38 0.01
C1 2.11 4.00 3.36
N1 1.47 2.81 2.84
C2 1.46 1.65 3.74
P1 0.66 2.68 1.44
O1 1.01 1.48 0.65
O2 -0.91 2.58 1.89
P2 -2.06 1.66 1.24
O3 -1.50 0.73 0.23
N2 -3.07 2.77 0.57
C3 -3.33 4.09 1.11
C4 -4.14 2.24 -0.28
N3 -2.79 0.85 2.46
C5 -2.27 -0.46 2.87
C6 -3.35 1.62 3.57
N4 0.82 4.06 0.59
C7 1.24 4.01 -0.81
C8 0.10 5.26 0.96
H1 3.11 3.74 3.72
H2 1.55 4.43 4.19
H3 2.22 4.74 2.57
H4 2.48 1.35 3.96
H5 0.96 0.80 3.28
H6 0.96 1.90 4.68
H7 -2.54 4.40 1.79
H8 -4.29 4.12 1.63
H9 -3.38 4.81 0.28
H10 -3.86 1.26 -0.66
H11 -4.28 2.92 -1.12
H12 -5.08 2.16 0.28
H13 -1.96 -1.03 2.00
H14 -3.09 -1.00 3.36
H15 -1.43 -0.38 3.56
H16 -3.88 2.49 3.21
H17 -2.57 1.94 4.27
H18 -4.06 0.99 4.11
H19 1.74 3.06 -1.02
H20 1.94 4.83 -1.01
H21 0.38 4.10 -1.48
H22 -0.19 5.24 2.01
H23 -0.81 5.38 0.35
H24 0.73 6.14 0.80
C9 4.42 -4.05 -6.00
C10 3.97 -3.14 -4.89
C11 4.82 -2.19 -4.35
C12 4.40 -1.34 -3.34
C13 3.11 -1.45 -2.86
C14 2.24 -2.41 -3.37
C15 2.67 -3.24 -4.38
S1 2.54 -0.42 -1.55
O4 1.31 0.26 -2.02
O5 3.65 0.39 -1.12
N5 1.91 -1.35 -0.44
C16 2.59 -1.98 0.68
C17 1.80 -1.75 1.98
O6 2.19 -2.23 3.02
O7 0.73 -1.01 1.86
H25 5.51 -4.05 -6.09
H26 4.00 -3.73 -6.95
H27 4.09 -5.07 -5.82
H28 5.84 -2.10 -4.73
H29 5.07 -0.60 -2.91
H30 1.24 -2.50 -2.96
H31 2.00 -3.99 -4.78
H32 3.60 -1.58 0.81
H33 2.67 -3.06 0.51
O8 -0.65 -3.31 -0.88
B1 -1.07 -2.04 -0.44
O9 -2.48 -2.09 -0.26
C18 -2.88 -3.36 -0.56
C19 -4.14 -3.90 -0.54
C20 -4.26 -5.23 -0.92
C21 -3.15 -5.98 -1.29
C22 -1.87 -5.42 -1.32
C23 -1.77 -4.10 -0.94
H34 -5.00 -3.31 -0.25
H35 -5.24 -5.70 -0.91
H36 -3.28 -7.02 -1.58
H37 -1.00 -5.99 -1.61

Results
- Multiplicity: 3
- Relative energy (zero: lowest compared OMol25 entry of this formula, charge and spin): 0.00 kJ/mol
- Expectation value of S²: 2.021
- HOMO-LUMO gap (spin up / spin down): 7.998 / 8.365 eV
- Energy: -106114.9573 eV

Atomic partial charges in e from the Mulliken method, atoms 1 to 4:
1. V -0.207
2. C -1.050
3. N 0.549
4. C -0.668

---

(2)
Formula: C22H19Cl2IrN2O2S3
Source: the Open Molecules 2025 dataset
Level of theory: ωB97M-V/def2-TZVPD

CARTESIAN COORDINATES (ANGSTROEM)
Ir1 0.53 2.21 -0.89
S1 1.42 4.18 0.09
C1 0.87 3.44 1.56
N1 0.59 2.16 1.52
C2 0.12 1.71 2.75
C3 -0.23 0.40 3.06
C4 -0.66 0.12 4.34
C5 -0.73 1.13 5.31
C6 -0.36 2.43 5.02
C7 0.07 2.71 3.73
S2 0.62 4.22 3.06
H1 -0.17 -0.38 2.31
H2 -0.94 -0.89 4.60
H3 -1.07 0.89 6.31
H4 -0.41 3.20 5.77
Cl1 1.46 0.83 -2.86
C8 0.99 1.70 -4.30
C9 1.30 1.11 -5.51
C10 0.98 1.79 -6.67
C11 0.39 3.04 -6.62
C12 0.08 3.61 -5.40
Cl2 -0.66 5.17 -5.39
C13 0.35 2.94 -4.19
S3 -0.13 3.63 -2.69
H5 1.78 0.14 -5.54
H6 1.21 1.35 -7.63
H7 0.16 3.58 -7.53
O1 -0.69 -0.44 -0.59
O2 -1.17 0.79 -0.66
C14 2.07 -1.53 0.49
N2 1.56 -2.86 0.25
C15 1.73 -3.79 1.34
C16 0.38 -2.99 -0.55
C17 -0.91 -2.61 0.18
C18 -1.60 -3.54 0.95
C19 -2.76 -3.19 1.63
C20 -3.27 -1.89 1.55
C21 -2.61 -0.94 0.80
C22 -1.44 -1.32 0.14
H8 3.15 -1.55 0.58
H9 1.67 -1.06 1.41
H10 1.81 -0.89 -0.35
H11 2.78 -3.80 1.65
H12 1.47 -4.79 1.02
H13 1.13 -3.54 2.23
H14 0.27 -4.04 -0.85
H15 0.50 -2.40 -1.46
H16 -1.23 -4.55 1.00
H17 -3.27 -3.94 2.21
H18 -4.17 -1.63 2.08
H19 -2.96 0.08 0.74

Results
- Multiplicity: 6
- Charge: +1
- Expectation value of S²: 8.798
- HOMO-LUMO gap (spin up / spin down): 8.130 / 4.891 eV
- Energy: -90575.0174 eV

Atomic partial charges in e from the Mulliken method, atoms 1 to 4:
1. Ir 1.159
2. S -0.325
3. C 0.663
4. N -0.319

---

(3)
Formula: C13H24CrN4O5S2
Source: the Open Molecules 2025 dataset
Level of theory: ωB97M-V/def2-TZVPD

CARTESIAN COORDINATES (ANGSTROEM)
O1 -0.69 4.05 0.98
H1 0.17 4.43 0.69
Cr1 0.02 0.10 -0.27
N1 -1.00 -0.29 -2.01
N2 1.13 -1.39 -1.23
O2 -2.29 0.16 -2.42
O3 2.46 -1.79 -0.96
C1 -0.49 -1.17 -2.85
C2 0.74 -1.76 -2.44
C3 -1.11 -1.57 -4.14
C4 1.56 -2.65 -3.29
H2 -1.87 -0.87 -4.43
H3 -1.55 -2.56 -4.08
H4 -0.36 -1.61 -4.93
H5 2.31 -3.19 -2.72
H6 2.09 -2.13 -4.09
H7 0.94 -3.38 -3.79
H8 -2.49 0.89 -1.80
H9 2.65 -1.39 -0.08
O4 -1.22 -2.51 0.36
H10 -1.71 -1.69 0.14
H11 -0.33 -2.29 0.01
C5 1.24 1.55 -0.91
H12 0.99 2.62 -0.75
H13 1.29 1.30 -2.00
H14 2.21 1.30 -0.43
O5 -2.82 3.36 -1.36
H15 -2.50 4.04 -0.69
H16 -1.99 3.04 -1.70
C6 0.03 2.57 2.32
C7 -1.17 2.21 1.52
N3 -1.19 0.99 0.91
C8 -1.60 0.21 2.01
C9 -2.62 0.80 2.79
S1 -2.78 2.44 2.35
C10 -0.57 -0.66 2.53
C11 -0.50 -1.04 3.88
S2 1.13 -1.35 4.28
C12 1.61 -1.13 2.55
N4 0.61 -0.75 1.79
C13 3.01 -1.49 2.20
H17 -0.02 3.60 2.64
H18 0.27 1.93 3.14
H19 0.82 2.47 1.59
H20 -3.17 0.33 3.62
H21 -1.30 -0.93 4.62
H22 3.54 -0.66 1.73
H23 3.51 -1.73 3.14
H24 3.01 -2.39 1.59

Results
- Multiplicity: 5
- Relative energy (zero: lowest compared OMol25 entry of this formula, charge and spin): 395.72 kJ/mol
- Expectation value of S²: 6.076
- HOMO-LUMO gap (spin up / spin down): 6.251 / 7.155 eV
- Energy: -80151.4974 eV

Atomic partial charges in e from the Mulliken method, atoms 1 to 4:
1. O -0.744
2. H 0.236
3. Cr 0.134
4. N 0.828

---

(4)
Formula: C21H28FeN3O2
Source: the Open Molecules 2025 dataset
Level of theory: ωB97M-V/def2-TZVPD

CARTESIAN COORDINATES (ANGSTROEM)
O1 -1.60 0.73 -2.36
C1 -0.49 1.09 -1.32
C2 -0.92 2.52 -1.24
H1 0.59 1.06 -1.58
H2 -0.69 0.42 -0.47
C3 -2.15 2.02 -2.07
H3 -0.13 3.15 -1.73
H4 -1.24 2.87 -0.21
C4 -2.39 2.50 -3.52
H5 -1.49 2.34 -4.18
H6 -2.68 3.56 -3.59
H7 -3.18 1.84 -3.93
C5 -3.28 1.87 -1.06
H8 -2.96 1.35 -0.13
H9 -4.12 1.33 -1.47
H10 -3.61 2.87 -0.74
Fe1 0.94 -0.24 1.94
C6 1.49 1.45 2.90
C7 2.51 0.44 2.95
C8 2.92 0.12 1.59
H11 2.96 0.10 3.87
C9 2.08 0.88 0.71
C10 1.23 1.73 1.52
H12 0.58 2.51 1.17
H13 1.07 1.95 3.76
H14 3.76 -0.50 1.31
H15 2.15 0.92 -0.38
C11 -1.56 -1.00 3.67
C12 -1.51 0.40 3.39
C13 -1.32 0.54 1.99
H16 -1.67 1.20 4.11
C14 -1.07 -0.80 1.42
C15 -1.33 -1.73 2.49
H17 -1.34 -2.81 2.39
H18 -1.70 -1.44 4.65
H19 -1.42 1.48 1.44
H20 -0.98 -1.11 0.37
O2 0.89 -1.24 -1.58
C16 0.33 -0.74 -2.80
C17 0.70 -1.48 -4.08
H21 0.63 0.31 -3.00
H22 -0.75 -0.84 -2.80
C18 1.69 -2.52 -3.55
H23 1.12 -0.72 -4.75
H24 -0.19 -1.92 -4.58
C19 1.67 -2.39 -2.01
H25 2.69 -2.31 -3.92
H26 1.40 -3.54 -3.84
H27 2.63 -2.26 -1.51
H28 1.23 -3.30 -1.58
N1 1.52 -1.87 2.43
C20 1.95 -2.44 3.38
N2 2.25 -3.15 4.42
C21 1.65 -2.77 5.56
N3 1.12 -2.41 6.54

Results
- Multiplicity: 5
- Relative energy (zero: lowest compared OMol25 entry of this formula, charge and spin): 280.44 kJ/mol
- Charge: -1
- Expectation value of S²: 6.033
- HOMO-LUMO gap (spin up / spin down): 5.519 / 6.586 eV
- Energy: -65177.3213 eV

Atomic partial charges in e from the Mulliken method, atoms 1 to 4:
1. O -0.567
2. C 0.934
3. C -1.002
4. H 0.377